[1]
The following is a quantum chemistry calculation of a single C18H14F6N2O3S molecule in a non-equilibrium geometry, from the OMol25 dataset.

```
44
Properties=species:S:1:pos:R:3:forces:R:3:lowdin_charge:R:1
S 0.17607 -5.49800 -0.66697 1.44 1.29 0.54 1.051
F 0.16301 4.24636 3.47871 -0.16 -0.08 -1.15 0.080
F 0.90317 -4.66434 -4.60085 1.55 -0.35 1.10 0.037
F 2.36603 -4.38329 -2.74593 -1.73 -0.65 -1.12 0.086
F -0.97497 -5.67220 -3.09952 -0.56 1.02 -0.08 0.124
F 0.82556 -6.72161 -2.86116 1.03 -1.35 -0.02 0.099
F -0.84632 5.53702 -1.12784 -0.03 0.52 2.61 0.069
O -1.12794 -5.91813 -0.18511 -1.46 -0.99 -0.18 -0.478
O -0.46334 2.86775 -0.38401 -0.90 2.82 0.39 0.065
O 1.63807 0.67330 1.95313 -1.08 0.52 -1.95 0.051
N 0.54736 2.49491 1.45999 0.56 3.80 1.83 0.161
N -0.14614 0.45972 0.38115 1.66 0.62 0.98 0.160
C 0.12819 -3.69018 -0.35486 0.50 -1.33 -1.47 -0.334
C 1.06530 -4.47285 -3.20116 -0.26 0.37 -2.23 -0.252
C 2.68771 -3.60942 0.16733 -1.94 0.17 2.95 -0.036
C 0.79022 1.20662 1.21196 -0.27 -5.45 0.63 -0.421
C -0.78621 5.77884 0.24275 -0.65 0.44 -0.35 -0.148
C -0.14804 3.41193 0.68873 -0.16 -4.29 -2.90 -0.319
C -1.18506 -1.66881 -0.40435 -1.92 -0.81 -0.84 -0.180
C -0.48602 4.74754 1.13704 1.58 -0.30 1.04 -0.008
C -0.08677 -0.89344 -0.02938 2.42 -1.42 1.44 -0.142
C -1.07682 -3.06732 -0.61248 0.52 1.18 0.50 -0.039
C -0.82603 7.44336 2.04090 0.10 -2.79 0.46 -0.052
C 1.29403 -3.00669 -0.02054 0.40 1.95 -0.35 -0.254
C 1.16582 -1.61301 0.13243 -0.70 0.07 0.17 0.051
C -0.43536 6.42410 2.92137 0.71 -0.03 0.12 0.007
C -1.05877 7.06427 0.74125 0.12 0.87 -3.23 -0.012
C -0.21725 5.08742 2.48688 -1.16 2.96 0.82 -0.166
C 0.24913 -5.56021 -2.59193 -0.11 -0.72 1.59 -0.615
C -2.64327 -1.18106 -0.48474 1.21 1.98 -0.28 -0.036
H -0.19823 6.79165 3.93350 -0.14 -0.98 -0.37 0.127
H -3.32172 -1.62382 -1.19963 0.41 -0.64 -0.39 0.074
H -2.68815 -0.09052 -0.72646 -0.03 -0.67 0.44 0.081
H -1.31290 7.80522 -0.06142 0.13 -0.64 0.98 0.140
H -0.84413 1.03698 -0.02535 -0.35 0.35 -0.46 0.089
H 2.06403 -1.11345 0.50713 -0.58 0.19 -0.32 0.106
H 3.44563 -2.88217 0.43671 -0.31 0.40 0.40 0.081
H -1.97078 -3.63601 -0.90271 0.54 0.19 0.20 0.129
H -3.06346 -1.35399 0.48002 -0.52 0.16 0.81 0.074
H -0.96550 8.40204 2.47153 -0.17 0.86 -0.24 0.107
H 2.54431 -4.33554 1.02000 0.74 0.43 -0.96 0.109
H 3.08122 -4.04880 -0.67242 0.51 -1.50 -1.91 0.025
H 1.18209 2.79026 2.20940 -0.63 -0.05 -0.27 0.165
H 0.55626 -3.56444 -3.14310 -0.30 1.85 1.06 0.144
```
Positions in Å, forces in eV/Å.

## Properties
M: 452.4 Da
LUMO level: -0.935 eV
Kohn-Sham gap: 7.7 eV
Net charge: 0
E_HOMO: -8.60 eV
Calculated total energy: -2026.85795 hartree

[2]
The following is a quantum chemistry calculation of a molecular structure, C18H14N15O4SSbSe5Tc in a non-equilibrium geometry, from the OMol25 dataset.

```
59
Properties=species:S:1:pos:R:3:forces:R:3:lowdin_charge:R:1
Sb 3.96703 -0.44264 1.31217 3.31 -1.49 1.88 -0.053
Tc 0.00396 0.27737 -0.27121 -5.13 0.24 -1.71 0.972
Se 1.88534 0.85547 0.94942 1.04 6.53 4.24 0.144
Se 4.36891 -1.18899 3.57250 -0.28 -0.20 0.15 -0.222
Se 0.44175 0.18540 -4.26619 0.46 -0.11 -0.54 0.987
Se 5.77073 1.04508 0.74737 -0.09 0.28 -0.42 -0.244
Se 1.99114 -0.75290 -0.40582 2.89 -5.56 -4.08 0.065
S 0.20137 -2.44005 -2.21702 0.40 -0.54 0.07 0.551
O -0.67394 -1.63703 0.93455 0.23 0.77 -0.37 -0.195
O -4.85429 -4.85846 4.35683 0.10 -0.01 0.01 0.045
O -4.90149 -3.43529 2.75005 0.10 -0.04 0.06 0.067
O 1.00027 -1.62337 2.42658 0.00 -0.26 0.34 -0.088
N -1.07450 1.03403 1.26101 -0.89 0.50 0.57 -0.162
N -2.80639 1.82182 2.35391 -0.33 -0.20 -0.20 0.028
N -1.67449 2.37323 2.82284 0.17 0.01 0.20 -0.089
N -0.10109 2.29382 -1.18604 -0.01 -0.37 0.14 -0.032
N -1.52245 -2.84935 -4.22617 -0.58 0.00 0.24 0.058
N -1.99713 -0.07740 -2.57141 -0.12 0.18 -0.27 -0.084
N -2.40530 -3.25602 -2.28592 -0.10 0.21 -0.61 -0.111
N -3.94104 -0.04156 -1.63393 -0.05 0.05 0.52 0.039
N -1.77388 0.07089 -1.24402 -1.68 -0.18 -0.21 -0.102
N -3.26846 0.26181 0.62397 0.02 -0.19 0.09 0.149
N -0.45932 1.65119 -4.70972 -0.30 0.63 -0.28 -0.271
N -0.65560 1.93034 2.19325 0.34 0.05 -0.18 -0.082
N -4.29857 -4.11491 3.56165 -0.70 -0.03 -0.10 -0.358
N -3.26153 -0.14401 -2.78319 0.36 -0.16 -0.23 -0.049
N 0.74827 0.74759 -2.59930 -0.48 -0.19 1.12 -0.358
C -1.26849 -2.83633 -2.89245 0.46 -0.19 0.04 -0.815
C -2.60823 -3.44050 -0.87075 0.09 -0.13 0.43 -0.031
C -3.37805 -3.46638 -3.24834 -0.13 -0.05 0.11 -0.077
C -2.83945 -3.19799 -4.44896 -0.07 -0.12 -0.19 -0.095
C -1.37478 3.54137 -3.38943 -0.05 0.02 -0.06 -0.032
C -2.20390 -3.12337 2.76308 -0.43 -0.26 0.12 0.067
C -2.99863 0.09923 -0.71447 -0.27 -0.21 -0.21 -0.459
C -0.75622 -4.80853 4.44254 0.15 0.05 0.01 -0.063
C -0.82387 -3.04318 2.81716 0.10 -0.01 0.08 -0.095
C -2.13609 -4.88971 4.41574 -0.43 -0.11 0.01 -0.018
C -1.49654 4.01084 -2.07780 0.02 0.12 0.11 -0.096
C 0.03812 1.85855 -2.44191 0.76 -0.38 -0.25 -0.536
C -0.08002 -2.01329 2.01533 0.23 0.63 -0.86 -0.625
C -0.09158 -3.87157 3.66235 -0.33 -0.04 0.04 0.017
C -0.60460 2.39079 -3.60602 -0.16 -0.07 -0.07 -0.427
C -2.85388 -4.04432 3.57778 1.08 0.13 0.00 -0.150
C -0.88104 3.38140 -1.00922 -0.09 -0.06 0.18 -0.140
C -2.40969 1.01377 1.39026 0.30 0.20 0.43 -0.463
H -1.90707 4.00382 -4.20970 -0.03 0.02 0.02 0.098
H -4.37188 -3.76241 -2.96812 -0.05 0.01 -0.06 0.117
H -2.78519 -2.47772 2.12071 0.15 0.10 -0.07 0.118
H -1.78842 -2.98809 -0.31449 0.03 0.13 -0.09 0.043
H 0.98379 -3.74872 3.70660 -0.03 0.04 -0.05 0.127
H -2.68112 -5.59266 5.02852 0.05 -0.03 0.04 0.108
H -3.54429 -2.97324 -0.56467 0.01 0.06 -0.07 0.093
H -4.24298 0.38674 0.84648 0.00 0.08 -0.04 0.136
H -0.87846 -2.46425 -4.89224 0.07 0.08 0.07 0.106
H -3.27437 -3.22466 -5.43016 -0.02 0.03 -0.01 0.105
H -0.19060 -5.46402 5.09111 -0.03 -0.03 0.04 0.101
H -1.00273 3.71598 0.01396 -0.07 0.01 -0.04 0.099
H -2.11689 4.87129 -1.86388 0.04 0.04 -0.04 0.089
H -2.64366 -4.50550 -0.62627 -0.02 0.00 -0.06 0.095
```
Positions in Å, forces in eV/Å.

## Properties
M: 1151.0 Da
LUMO level (spin up / spin down): 3.199 / 3.153 eV
Kohn-Sham gap (spin up / spin down): 4.9 / 5.4 eV
Net charge: -2
⟨S²⟩: 3.827
Energy relative to the best compared isomer or geometry (same formula, charge and spin): 1.489 eV
E_HOMO (spin up / spin down): -1.74 / -2.30 eV
2S+1: 4
Calculated total energy: -14542.98130 hartree

[3]
The following is a quantum chemistry calculation of a molecular structure, C18H15AsOS4SbSe2Te2Ti in a non-equilibrium geometry, from the OMol25 dataset.

```
45
Properties=species:S:1:pos:R:3:forces:R:3:lowdin_charge:R:1
Te -5.91065 0.33736 -1.30043 0.00 0.18 0.07 -0.014
Te -6.22368 -2.15414 -0.34584 0.09 -0.10 0.06 0.032
Sb 2.29068 -4.82720 -0.98075 0.13 0.23 -0.01 0.099
Se -3.84761 -2.54864 0.43328 -0.14 0.10 0.09 -0.168
Se -3.93608 -0.13281 -2.77331 0.00 0.01 -0.09 -0.209
As 0.07903 0.19678 -0.46154 0.02 0.27 -0.07 1.160
Ti -2.24498 -1.39762 -1.25407 0.08 -0.78 -0.78 -0.222
S -0.54567 -2.94531 -0.40308 -0.46 0.07 -0.37 -0.107
S 1.80694 -6.94313 -1.60198 -0.01 -0.26 -0.02 -0.447
S -1.44632 -3.30994 -2.27969 0.18 0.31 0.39 -0.020
S 3.01786 -4.75917 1.18867 0.07 -0.07 0.12 -0.424
O -0.75560 -0.08741 -1.89180 -0.12 -0.02 0.38 -0.603
C 0.78848 2.64413 -1.78553 -0.03 0.01 -0.02 -0.082
C -3.20675 0.07086 2.85526 -0.01 0.00 0.04 -0.099
C 0.28404 2.93884 0.54713 0.09 0.01 0.03 -0.093
C 4.39505 -1.53478 -0.26611 0.01 0.00 -0.06 -0.112
C -1.20532 0.05427 0.95698 0.20 0.12 0.10 -0.387
C 1.81829 -0.55927 -0.32088 -0.05 -0.11 0.00 -0.339
C 0.42179 2.10720 -0.55650 -0.03 0.01 0.06 -0.271
C -2.31746 0.88070 0.78189 0.11 0.06 0.13 -0.152
C 1.01833 4.00627 -1.90626 0.02 -0.01 -0.01 -0.088
C -2.09932 -0.75563 3.02111 0.01 0.02 -0.01 -0.095
C 0.88075 4.83666 -0.80180 -0.02 0.01 -0.01 -0.102
C 2.39978 -0.87784 0.89736 0.07 0.05 0.02 -0.101
C -1.09248 -0.77197 2.07513 0.01 -0.02 -0.01 -0.130
C -3.32172 0.88358 1.74298 0.02 0.05 -0.03 -0.103
C 3.68999 -1.38355 0.91733 -0.02 0.06 0.03 -0.129
C 2.50710 -0.72600 -1.51554 -0.03 -0.03 0.00 -0.106
C 0.51349 4.30339 0.42483 0.02 -0.02 0.00 -0.093
C 3.80554 -1.20901 -1.47893 0.00 0.00 0.00 -0.103
H -0.01224 2.52844 1.50562 -0.03 -0.01 -0.01 0.104
H 4.12610 -1.70044 1.85327 0.00 -0.02 -0.01 0.092
H 2.01620 -0.53342 -2.46210 -0.02 0.00 0.01 0.109
H 5.38784 -1.96436 -0.24694 0.00 -0.01 0.01 0.103
H 1.84963 -0.78049 1.82398 -0.01 0.02 -0.01 0.095
H -2.38214 1.53135 -0.08409 -0.10 -0.06 -0.03 0.109
H 1.04660 5.90235 -0.90204 0.01 0.00 0.01 0.094
H -2.03823 -1.41757 3.87468 0.00 0.00 0.00 0.109
H -4.00380 0.04818 3.58741 0.00 0.00 0.00 0.106
H 1.29478 4.42000 -2.86802 0.00 0.01 0.00 0.099
H 4.34012 -1.37087 -2.40606 0.01 -0.01 0.00 0.102
H 0.86494 1.99960 -2.65290 -0.02 -0.01 0.01 0.106
H -0.25606 -1.45087 2.17737 -0.02 -0.03 -0.02 0.094
H 0.39721 4.94721 1.28776 0.00 0.01 0.00 0.097
H -4.19442 1.50426 1.59415 -0.03 -0.05 -0.01 0.090
```
Positions in Å, forces in eV/Å.

## Properties
M: 1033.3 Da
LUMO level (spin up / spin down): 3.676 / 3.670 eV
Kohn-Sham gap (spin up / spin down): 5.3 / 5.3 eV
Net charge: -2
⟨S²⟩: 0.759
Energy relative to the best compared isomer or geometry (same formula, charge and spin): 0.971 eV
E_HOMO (spin up / spin down): -1.59 / -1.61 eV
2S+1: 2
Calculated total energy: -11027.52224 hartree